[1]
{
  "formula": "C6H10O",
  "method": "wB97M-V/def2-TZVPD",
  "elements": ["C", "C", "C", "C", "C", "C", "O", "H", "H", "H", "H", "H", "H", "H", "H", "H", "H"],
  "positions_angstrom": [[2.13691, 0.25408, 0.44543], [0.66696, 0.01959, 0.31127], [-0.02041, -1.20998, 0.64879], [-1.33256, -1.11363, 0.33041], [-1.64189, 0.33493, 0.03805], [-0.26166, 0.87543, -0.19979], [-0.09852, 2.15957, -0.60376], [2.41205, 0.84424, 1.32357], [2.56022, 0.77807, -0.41420], [2.71552, -0.66830, 0.52274], [0.49991, -2.09937, 0.99600], [-2.08900, -1.88034, 0.43128], [-1.13856, -1.28344, -1.52651], [-2.37051, 0.54715, -0.74726], [-2.01253, 0.78580, 0.97412], [-0.86986, -0.71604, -1.98561], [0.84392, 2.37222, -0.54453]],
  "forces_ev_per_angstrom": [[0.449, 0.129, -0.026], [-0.128, 0.193, -0.470], [-0.351, -0.248, -0.222], [-0.087, 0.110, 1.437], [0.100, -0.114, -0.227], [0.084, -0.091, 0.930], [0.275, -0.039, -0.034], [-0.183, 0.041, 0.086], [-0.097, 0.072, -0.114], [-0.237, -0.107, -0.020], [-0.166, 0.115, -0.075], [0.070, 0.065, 0.126], [0.439, 0.558, -1.102], [0.137, -0.124, 0.046], [0.063, -0.043, -0.203], [-0.171, -0.584, -0.084], [-0.194, 0.067, -0.046]],
  "gap_ev": 8.5,
  "e_lumo_ha": 0.02869,
  "homo_energy_ev": -7.75,
  "de_lowest_kj_mol": 181.7,
  "fmax_ha_per_bohr": 0.0281,
  "total_charge": 0
}

=====

[2]
{
  "formula": "C6H10O",
  "method": "wB97M-V/def2-TZVPD",
  "elements": ["O", "C", "C", "C", "C", "C", "C", "H", "H", "H", "H", "H", "H", "H", "H", "H", "H"],
  "positions_angstrom": [[0.31510, 2.24330, -0.93919], [-0.83271, 1.99535, -1.00161], [-1.34053, 0.54508, -1.11300], [-0.09937, -0.28228, -1.39514], [0.71016, -0.58953, -0.13227], [0.15799, -0.76999, 1.06498], [1.04447, -1.25665, 2.19117], [-1.52435, 2.83928, -1.15004], [-2.11534, 0.46447, -1.85855], [-1.38420, 1.11460, -0.09775], [0.54322, 0.26996, -2.08158], [-0.31063, -1.27421, -1.79649], [1.76316, -0.81602, -0.25475], [-0.86920, -0.45957, 1.19361], [0.99374, -0.66070, 3.10630], [0.86203, -2.32049, 2.32295], [2.08645, -1.04258, 1.94136]],
  "forces_ev_per_angstrom": [[3.133, 0.941, 0.942], [-1.244, 0.363, -4.298], [2.072, 2.666, -0.115], [0.557, -0.483, 1.535], [-0.901, -0.223, -0.333], [1.313, 0.642, -0.227], [-0.004, 0.885, -0.124], [-0.776, -0.247, 0.584], [-0.972, 0.147, 0.868], [-2.024, -3.318, 1.111], [-0.065, -0.092, -0.152], [-0.399, 0.183, -0.336], [0.032, 0.028, -0.157], [-0.171, -0.456, 0.396], [-0.810, -0.420, 0.211], [0.241, 0.001, 0.552], [0.019, -0.617, -0.456]],
  "gap_ev": 10.0,
  "e_lumo_ha": 0.03893,
  "homo_energy_ev": -8.96,
  "de_lowest_kj_mol": 291.4,
  "fmax_ha_per_bohr": 0.0873,
  "total_charge": 0
}

=====

[3]
{
  "formula": "C6H10O",
  "method": "wB97M-V/def2-TZVPD",
  "elements": ["C", "C", "C", "C", "C", "C", "O", "H", "H", "H", "H", "H", "H", "H", "H", "H", "H"],
  "positions_angstrom": [[-1.98513, 0.27959, -0.09995], [-0.74259, 0.19721, 0.76314], [0.16068, -0.94410, 0.29006], [1.56379, -0.94745, 0.88971], [1.51907, -0.22091, -0.31896], [1.01832, 1.22563, -0.31617], [0.05266, 1.37287, 0.69307], [-2.61238, -0.60174, 0.07545], [-1.70117, 0.29105, -1.15823], [-2.56103, 1.17896, 0.12475], [-1.01035, 0.09236, 1.82389], [0.22694, -0.87558, -1.08048], [-0.27094, -1.92540, 0.12128], [2.10231, -1.89668, 0.91339], [1.78775, -0.60140, -1.32637], [1.84368, 1.90387, -0.08574], [0.60842, 1.47172, -1.30884]],
  "forces_ev_per_angstrom": [[-0.123, 0.074, -0.095], [-0.097, -0.234, -0.180], [-0.500, -0.073, -0.541], [0.167, 0.087, 0.014], [0.294, 0.128, -0.402], [0.217, -0.009, -0.197], [0.012, -0.031, -0.058], [0.024, 0.140, -0.053], [-0.154, 0.069, 0.089], [0.022, -0.085, -0.008], [0.155, -0.225, -0.301], [-0.729, 0.102, 1.509], [0.164, -0.202, 0.319], [-0.294, 0.066, -0.392], [0.822, 0.277, 0.267], [-0.053, -0.083, -0.060], [0.075, -0.003, 0.088]],
  "gap_ev": 8.3,
  "e_lumo_ha": 0.02998,
  "homo_energy_ev": -7.48,
  "de_lowest_kj_mol": 475.3,
  "fmax_ha_per_bohr": 0.0327,
  "total_charge": 0
}

=====

[4]
{
  "formula": "C6H10O",
  "method": "wB97M-V/def2-TZVPD",
  "elements": ["O", "C", "C", "C", "C", "C", "C", "H", "H", "H", "H", "H", "H", "H", "H", "H", "H"],
  "positions_angstrom": [[2.30755, -0.73966, 2.16116], [2.48144, -0.75586, 0.96072], [1.49287, -0.23218, -0.06473], [0.29439, 0.47437, 0.55818], [-0.76628, 0.68859, -0.49305], [-1.60646, -0.49095, -0.94819], [-2.22634, 0.60237, -0.16186], [3.41268, -1.19149, 0.53392], [2.02703, 0.41237, -0.78099], [1.15667, -1.09021, -0.64912], [0.59776, 1.42549, 1.02226], [-0.09382, -0.15106, 1.37251], [-0.48649, 1.39815, -1.27458], [-1.78803, -0.58928, -2.01449], [-1.42217, -1.43866, -0.44127], [-2.89705, 1.29866, -0.64998], [-2.48374, 0.37935, 0.86952]],
  "forces_ev_per_angstrom": [[0.108, 0.021, -0.943], [-0.109, 0.080, 0.384], [0.341, 0.233, 0.552], [-0.053, -0.097, -0.015], [-0.130, -0.049, -0.086], [0.726, -0.355, -0.322], [-0.246, 0.523, 0.349], [-0.110, 0.036, 0.118], [-0.038, -0.132, 0.195], [-0.010, -0.168, -0.071], [-0.054, -0.252, -0.152], [0.003, 0.107, -0.151], [-0.153, -0.166, 0.146], [-0.171, 0.055, 0.202], [-0.093, 0.207, -0.093], [-0.021, -0.109, 0.006], [0.009, 0.065, -0.119]],
  "gap_ev": 10.8,
  "e_lumo_ha": 0.03907,
  "homo_energy_ev": -9.72,
  "de_lowest_kj_mol": 70.2,
  "smiles": "O=CCCC1CC1",
  "fmax_ha_per_bohr": 0.0185,
  "total_charge": 0
}

=====

[5]
{
  "formula": "C6H10O",
  "method": "wB97M-V/def2-TZVPD",
  "elements": ["C", "C", "C", "C", "C", "O", "C", "H", "H", "H", "H", "H", "H", "H", "H", "H", "H"],
  "positions_angstrom": [[0.00437, 1.26683, -1.54006], [-0.06196, 0.31727, -0.56857], [1.25287, -1.19817, 0.32137], [0.18969, -1.00187, 1.29654], [0.53869, 0.28683, 0.72178], [-1.10709, -1.32077, 0.83093], [-1.23436, -0.66868, -0.44431], [0.83482, 1.39566, -2.23507], [-0.25433, 2.92295, 0.33080], [-0.91561, 1.66310, -1.97647], [1.13554, -1.95390, -0.49650], [2.28048, -1.09325, 0.61949], [0.33622, -1.17017, 2.36849], [1.37900, 0.92334, 1.13041], [-1.10448, 1.56082, 1.47218], [-1.23152, -1.40640, -1.25877], [-2.20999, -0.13088, -0.47835]],
  "forces_ev_per_angstrom": [[-0.053, 0.420, -1.284], [-2.464, 1.144, 0.078], [0.804, -1.454, 0.247], [-0.894, -0.875, 1.541], [3.811, 0.091, -0.934], [0.415, -0.209, -0.151], [-0.751, 0.592, 0.060], [0.524, 0.826, 1.156], [-0.595, -1.039, 0.445], [-0.129, -1.106, -0.382], [-0.378, 1.518, 0.330], [0.162, -0.292, 0.338], [-0.208, -0.019, -0.459], [-1.521, -0.538, -0.779], [0.585, 1.009, -0.476], [0.110, 0.185, 0.192], [0.583, -0.254, 0.077]],
  "gap_ev": [6.8, 7.3],
  "e_lumo_ha": [-0.02142, -0.01069],
  "homo_energy_ev": [-7.38, -7.62],
  "de_lowest_kj_mol": 937.9,
  "fmax_ha_per_bohr": 0.0763,
  "total_charge": 0
}

=====

[6]
{
  "formula": "C6H10O",
  "method": "wB97M-V/def2-TZVPD",
  "elements": ["C", "C", "O", "C", "C", "C", "C", "H", "H", "H", "H", "H", "H", "H", "H", "H", "H"],
  "positions_angstrom": [[0.62414, 0.72826, 1.14342], [0.07211, 1.64366, 0.05981], [0.34308, 1.17884, -1.25858], [-0.29112, 0.05854, -1.67029], [-1.07601, -0.79536, -0.98079], [-1.00172, -1.09301, 0.42621], [-0.09109, -0.58170, 1.27474], [0.53545, 1.24793, 2.10539], [1.69455, 0.59044, 0.98081], [-1.01152, 1.76873, 0.18834], [0.54665, 2.62841, 0.10737], [-0.24971, -0.01014, -2.75182], [1.83858, -1.47748, -0.84917], [-1.67599, -1.46131, -1.59255], [-1.62368, -1.91539, 0.77528], [1.39109, -1.47501, -0.21495], [-0.02480, -1.03542, 2.25676]],
  "forces_ev_per_angstrom": [[0.243, -0.028, -0.154], [-0.017, 0.018, 0.139], [0.255, -0.566, 0.109], [-1.103, 0.521, -0.347], [0.291, 0.289, -0.571], [0.511, 0.005, 0.518], [-1.021, 0.150, 0.528], [0.003, -0.005, -0.065], [0.084, 0.025, -0.052], [0.117, -0.072, -0.094], [-0.074, -0.184, 0.017], [0.002, 0.043, 0.024], [-0.474, -0.031, 0.824], [0.217, -0.036, 0.016], [0.231, 0.018, -0.078], [0.800, -0.146, -0.894], [-0.064, 0.000, 0.081]],
  "gap_ev": 9.1,
  "e_lumo_ha": 0.03962,
  "homo_energy_ev": -7.99,
  "de_lowest_kj_mol": 200.5,
  "fmax_ha_per_bohr": 0.0247,
  "total_charge": 0
}